# 1
58
Properties=species:S:1:pos:R:3:forces:R:3:lowdin_spin:R:1 method="wB97M-V/def2-TZVPD" e_lumo_ha="0.017 / -0.040" multiplicity=4 homo_ev="-5.76 / -6.80" energy_ev=-58344.7709 gap_ev="6.2 / 5.7" e_above_lowest_kj_mol=0.0
Re -0.2838 -0.4830 0.0598 3.943 1.497 0.957 1.327
P -1.8457 -0.8197 1.5225 -3.591 0.154 2.426 0.146
P 2.3639 0.3229 -1.8502 -0.456 0.707 1.326 0.011
N -1.2674 -0.6932 -1.3327 -0.756 0.040 -1.354 0.144
H 2.5435 2.0390 3.3232 2.588 3.247 -2.166 0.014
C -2.6182 0.7198 2.1849 0.255 -0.128 -0.114 0.009
H -3.2910 0.4733 3.0090 -0.018 0.069 -0.015 0.000
H -3.1792 1.1920 1.3765 0.042 0.028 0.055 0.001
H -1.8363 1.4021 2.5246 -0.093 -0.073 -0.044 0.000
C -1.5369 -1.6745 3.1211 0.213 -0.147 -0.382 0.019
H -2.4647 -1.7347 3.6985 0.152 0.010 -0.072 0.001
H -0.7827 -1.0980 3.6673 -0.104 -0.118 -0.064 0.000
H -1.1512 -2.6795 2.9300 -0.017 0.062 0.149 0.002
C -3.3761 -1.6148 0.8788 0.266 -0.116 0.218 0.029
H -4.0812 -1.7737 1.6947 -0.101 -0.033 -0.050 0.003
H -3.1281 -2.5656 0.4064 -0.097 0.004 -0.015 0.002
H -3.8121 -0.9473 0.1321 0.053 -0.107 0.024 0.001
C 2.6966 1.9941 -2.3979 0.009 -0.169 -0.202 0.001
H 3.3427 1.8798 -3.2775 -0.073 0.301 0.063 0.000
H 3.2010 2.5758 -1.6123 -0.215 -0.277 -0.298 0.000
H 1.7556 2.4814 -2.6835 0.237 -0.108 0.042 0.000
C 3.8962 -0.3561 -1.2393 0.239 -0.258 -0.612 0.002
H 4.6892 -0.0773 -1.9426 0.093 -0.256 0.215 0.000
H 3.7815 -1.4455 -1.1948 0.211 0.176 0.070 0.000
H 4.1111 0.0523 -0.2397 -0.231 -0.029 -0.359 0.000
C 1.6599 -0.5473 -3.2357 0.279 -0.279 -0.348 0.002
H 2.3917 -0.5092 -4.0510 -0.221 -0.162 -0.046 0.000
H 0.7283 -0.0567 -3.5520 0.266 -0.107 0.177 0.000
H 1.4454 -1.5880 -2.9622 0.036 0.252 -0.085 0.000
C -1.9965 -0.8542 -2.4578 0.141 -0.608 0.470 0.007
C -3.5935 -0.1163 -4.0874 -0.020 -0.261 -0.291 -0.005
C -2.7864 0.1854 -3.0070 0.273 0.118 0.624 0.068
C -1.9577 -2.1647 -3.0232 0.050 0.534 0.468 0.064
C -2.7688 -2.4414 -4.0984 0.045 0.583 0.053 -0.004
C -3.5754 -1.4146 -4.6261 -0.217 -0.098 -0.227 0.089
H -4.2425 0.6710 -4.5059 0.376 -0.598 0.122 -0.002
H -2.7601 1.1856 -2.5269 -0.072 -0.817 -0.415 0.004
H -1.3071 -2.8989 -2.5159 -0.504 0.356 -0.470 0.005
H -2.7534 -3.4507 -4.4959 -0.226 0.182 -0.224 -0.002
H -4.2050 -1.6430 -5.4759 -0.048 0.047 -0.002 0.006
C 1.7904 1.3727 3.0974 -2.628 -2.441 0.205 0.035
O 1.1594 0.9614 1.9854 -0.150 -0.007 -2.512 0.025
C 0.7710 2.1729 3.9285 -0.140 -2.498 1.680 0.005
H 1.0712 2.0053 4.9773 -0.324 0.804 0.079 0.000
H -0.1966 1.6945 3.7887 -0.210 0.085 0.161 0.001
H 0.7030 3.1993 3.6284 0.203 0.561 -0.084 0.001
C 2.6697 0.2234 3.6524 -0.847 -0.223 0.800 0.007
H 3.5589 0.7128 4.0392 0.342 -0.549 0.548 0.001
H 2.9765 -0.5349 2.9119 -0.448 0.619 0.136 0.000
H 2.0622 -0.2161 4.4276 0.243 -0.793 0.651 0.002
C 4.0407 3.9907 2.6774 0.483 0.022 -0.078 0.109
S 3.5559 2.7829 1.3990 -0.704 0.215 -0.201 0.375
O 3.6130 3.5180 0.1263 0.198 -0.075 0.566 0.239
O 4.3114 1.5496 1.5246 0.469 0.347 -0.026 0.196
O 1.4109 0.2937 -0.6575 0.842 0.572 -1.149 0.049
H 5.0156 4.3610 2.3404 -0.155 0.062 0.170 0.008
H 4.1149 3.4993 3.6543 -0.060 0.035 -0.418 0.002
H 3.3002 4.7999 2.6928 0.177 -0.353 -0.131 0.000


# 2
85
Properties=species:S:1:pos:R:3:forces:R:3:lowdin_charge:R:1 method="wB97M-V/def2-TZVPD" e_lumo_ha=0.009 homo_ev=-8.74 smiles="CN(C)B(O)[C@H]1[C@H](Cl)OS(=O)(=O)C[C@@H]1[PH2]=S.O=S1(=O)OCCO1.O=S1(=O)OCCO1.O=S1(=O)OCCO1.O=S1(=O)OCCO1.O=S1(=O)OCCO1" energy_ev=-166104.1404 gap_ev=9.0
C 6.1963 -0.8579 0.6179 -0.157 0.490 -0.081 -0.051
N 4.9785 -1.6973 0.7105 0.382 -0.767 -0.024 -0.101
C 4.9976 -2.6379 1.8537 -0.032 0.190 0.309 -0.058
B 4.8436 -2.4708 -0.5259 -0.146 0.063 0.038 -0.571
O 5.7384 -3.4707 -0.8304 0.253 0.619 -0.095 0.182
C 3.6372 -2.2117 -1.5481 0.265 0.264 -0.253 -0.240
C 2.4947 -3.1770 -1.2596 0.342 -0.143 -0.053 -0.641
Cl 1.5096 -3.5431 -2.7080 -0.107 -0.011 -0.068 0.713
O 1.6808 -2.7803 -0.1523 0.048 -0.018 -0.263 -0.212
S 1.0013 -1.3432 -0.1835 -0.905 0.798 0.820 0.587
O 0.4794 -1.1424 1.1313 0.303 -0.292 0.138 -0.259
O 0.0711 -1.2043 -1.2623 0.412 -0.313 -0.393 -0.293
C 2.3631 -0.2645 -0.4431 0.264 0.337 -0.626 -0.208
C 3.2591 -0.7183 -1.6113 -0.508 -0.397 0.389 -0.461
P 2.6575 -0.2456 -3.2834 0.985 0.182 -0.527 0.406
S 4.0462 -0.5936 -4.5963 -0.221 -0.173 -0.198 0.202
H 5.9303 0.1981 0.5213 -0.004 -0.040 0.052 0.074
H 6.8182 -0.9595 1.5069 -0.050 -0.080 0.013 0.087
H 6.8168 -1.0969 -0.2530 0.002 -0.103 0.075 0.079
H 4.3085 -2.3101 2.6355 -0.035 -0.028 -0.039 0.085
H 4.7225 -3.6554 1.5621 -0.107 0.054 -0.021 0.086
H 5.9895 -2.7116 2.3066 0.030 -0.007 -0.107 0.084
H 5.9410 -3.4804 -1.7755 -0.259 -0.478 0.081 0.123
H 4.0103 -2.4892 -2.5418 -0.024 -0.006 0.019 0.092
H 2.9047 -4.1415 -0.9719 -0.142 -0.011 0.127 0.120
H 1.9064 0.6981 -0.6920 -0.093 -0.020 0.161 0.110
H 2.9297 -0.1522 0.4791 -0.020 -0.325 0.047 0.115
H 4.1951 -0.1560 -1.5315 -0.090 0.125 -0.115 0.103
H 1.4160 -0.8300 -3.5464 -0.153 0.147 0.275 -0.032
H 2.4282 1.1347 -3.1432 -0.392 -0.063 0.198 -0.003
O 0.7698 4.3194 2.8772 -0.038 0.042 0.064 -0.231
S -0.5745 3.8562 2.8798 0.005 -0.024 -0.012 0.589
O -1.6472 4.7512 3.1263 0.073 0.061 -0.047 -0.220
O -0.6683 2.6071 3.8633 0.197 -0.072 -0.107 -0.186
C -1.1765 1.4526 3.1616 -0.369 -0.086 0.025 -0.146
C -0.7231 1.6579 1.7369 0.359 -0.142 -0.053 -0.168
O -0.8713 3.0735 1.5227 -0.227 -0.036 0.103 -0.184
H -2.2608 1.4465 3.2352 0.064 0.046 0.016 0.096
H -0.7727 0.5446 3.6013 0.175 0.130 0.101 0.137
H -1.3236 1.1046 1.0215 -0.102 0.191 -0.059 0.133
H 0.3285 1.3990 1.6100 -0.007 -0.024 0.019 0.112
O -6.5383 0.6396 2.1351 0.047 -0.650 -0.606 -0.213
S -5.3295 0.0676 2.5867 -0.055 0.078 0.071 0.607
O -4.0852 0.7258 2.3905 -0.144 -0.052 -0.071 -0.218
O -5.2268 -1.4335 2.0311 -0.176 -0.013 0.037 -0.186
C -5.0631 -2.3605 3.1105 0.292 -0.064 0.161 -0.162
C -5.7673 -1.6990 4.2779 -0.323 -0.124 -0.067 -0.159
O -5.4448 -0.3112 4.1344 0.242 -0.073 0.009 -0.181
H -3.9958 -2.4855 3.3040 -0.009 -0.007 0.027 0.133
H -5.4989 -3.3183 2.8398 -0.075 0.079 -0.152 0.134
H -5.4192 -2.0582 5.2421 0.094 0.174 0.029 0.135
H -6.8512 -1.8131 4.2133 0.009 -0.041 -0.013 0.135
O -3.3452 -4.3418 -6.7730 0.112 -0.058 -0.054 -0.219
S -2.3748 -3.8239 -5.8767 -0.062 -0.037 0.113 0.592
O -0.9993 -3.7809 -6.2182 -0.045 0.022 -0.105 -0.219
O -2.5573 -4.5657 -4.4712 -0.192 0.032 -0.049 -0.190
C -2.7927 -3.6116 -3.4260 0.306 0.276 0.197 -0.156
C -3.4829 -2.4576 -4.1241 -0.374 -0.123 0.053 -0.156
O -2.8164 -2.3689 -5.3915 0.217 0.032 0.138 -0.188
H -1.8308 -3.3091 -3.0065 -0.019 0.028 0.014 0.118
H -3.4061 -4.0561 -2.6473 -0.025 -0.184 -0.127 0.135
H -3.3859 -1.5181 -3.5881 0.155 0.065 -0.145 0.136
H -4.5388 -2.6692 -4.3038 0.000 -0.011 0.033 0.134
O -7.7826 3.8199 1.8056 -0.016 -0.089 0.015 -0.205
S -7.5633 3.5761 3.1847 0.022 0.047 -0.056 0.608
O -6.6319 2.6050 3.6223 0.017 0.633 0.452 -0.226
O -8.9838 3.3090 3.8767 -0.072 0.127 -0.098 -0.186
C -9.2049 4.2349 4.9466 0.125 -0.024 0.295 -0.164
C -8.4382 5.4743 4.5309 -0.255 0.154 -0.195 -0.163
O -7.2476 4.9576 3.9277 0.040 -0.118 0.211 -0.181
H -8.8052 3.8052 5.8671 0.007 0.034 0.009 0.133
H -10.2705 4.4147 5.0601 -0.031 -0.095 -0.158 0.133
H -8.1767 6.1137 5.3692 0.190 -0.059 -0.017 0.135
H -8.9848 6.0537 3.7841 -0.034 -0.006 0.025 0.134
O 6.3877 1.9461 -1.4889 -0.011 -0.112 0.040 -0.225
S 6.8603 1.3218 -2.6759 0.114 0.036 -0.027 0.556
O 6.8299 -0.0919 -2.8019 -0.072 0.002 0.129 -0.252
O 8.3392 1.8454 -2.9699 -0.082 0.193 0.074 -0.183
C 8.4120 2.4325 -4.2782 0.026 -0.158 -0.308 -0.152
C 7.0180 2.9755 -4.5159 0.073 0.347 0.139 -0.149
O 6.1584 1.9823 -3.9376 0.120 -0.163 -0.138 -0.221
H 8.6678 1.6503 -4.9946 -0.021 0.011 -0.014 0.136
H 9.1760 3.2045 -4.2916 0.014 -0.015 0.203 0.136
H 6.7799 3.0968 -5.5684 -0.130 -0.181 0.011 0.139
H 6.8587 3.9198 -3.9920 0.029 0.006 -0.012 0.136